# C30H78BO34

A cluster of 14 separate species, C30H78BO34 in total at a distorted geometry (the ωB97M-V functional and the def2-TZVPD basis, the Open Molecules 2025 dataset).

The value obtained for the energy above the lowest of the compared OMol25 structures with the same formula, charge and spin is 586.08 kJ/mol. The HOMO energy is -7.95 eV. The calculation puts the orbital gap at 0.3429 Ha. As for the LUMO energy: 1.38 eV.

ORCA input file:
```
! RIJCOSX wB97M-V def2-TZVPD def2/J DEFGRID3
* xyz -1 1
O -1.671 1.327 -3.290
C -0.803 0.824 -2.581
O -0.891 0.086 -1.421
B 0.458 0.005 -0.750
O 1.336 0.799 -1.598
C 0.722 1.126 -2.725
O 1.218 1.980 -3.509
O 0.880 -1.412 -0.609
C 0.743 -1.892 0.673
O 0.950 -3.089 0.978
C 0.351 -0.668 1.522
O 0.269 0.394 0.696
O 0.307 -0.631 2.688
C 2.639 1.209 -9.161
C 3.707 2.298 -8.668
O 3.246 3.690 -8.984
O 2.092 1.547 -10.383
H 1.818 1.128 -8.448
H 3.180 0.263 -9.168
H 4.743 2.157 -8.977
H 3.906 2.182 -7.603
H 3.444 4.146 -8.163
H 1.613 0.758 -10.645
C 6.414 -2.187 -1.182
C 5.807 -3.495 -1.655
O 6.545 -4.633 -1.723
O 7.224 -1.686 -2.243
H 7.019 -2.462 -0.318
H 5.651 -1.471 -0.877
H 5.321 -3.189 -2.582
H 5.075 -3.802 -0.909
H 7.087 -4.731 -2.509
H 7.830 -2.377 -2.522
C 0.351 -2.510 10.584
C 0.169 -1.217 9.603
O 0.787 -0.012 10.147
O -0.299 -2.584 11.808
H 1.404 -2.720 10.770
H 0.063 -3.440 10.092
H -0.879 -0.943 9.479
H 0.512 -1.164 8.570
H 0.311 0.752 9.812
H 0.143 -1.954 12.383
C -3.575 5.519 -6.928
C -2.223 6.117 -6.544
O -1.188 5.289 -6.719
O -3.655 5.199 -8.296
H -4.382 6.211 -6.689
H -3.765 4.574 -6.418
H -2.184 6.491 -5.521
H -1.989 6.996 -7.146
H -0.912 4.861 -5.905
H -4.579 5.027 -8.493
C -2.984 -4.216 5.358
C -4.154 -3.148 5.503
O -4.673 -3.302 6.852
O -3.324 -5.609 5.475
H -2.392 -3.858 6.200
H -2.466 -4.151 4.401
H -4.870 -3.493 4.757
H -3.699 -2.190 5.250
H -4.830 -4.240 6.727
H -2.508 -6.105 5.373
C 6.472 -0.481 7.342
C 5.356 -0.400 6.225
O 4.467 0.683 6.478
O 5.810 -1.028 8.450
H 6.938 0.452 7.658
H 7.164 -1.231 6.958
H 4.683 -1.250 6.333
H 5.835 -0.278 5.254
H 3.650 0.749 5.979
H 5.424 -0.230 8.818
C 2.061 -8.638 0.616
C 2.695 -9.733 1.565
O 1.771 -10.684 2.238
O 1.635 -9.175 -0.603
H 2.965 -8.053 0.449
H 1.230 -8.277 1.223
H 3.208 -9.356 2.449
H 3.324 -10.352 0.925
H 1.125 -11.036 1.622
H 2.460 -9.144 -1.094
C -3.857 6.721 -1.791
C -3.965 8.180 -1.354
O -4.657 8.425 -0.067
O -4.898 6.380 -2.611
H -3.908 6.137 -0.872
H -2.839 6.560 -2.145
H -4.404 8.775 -2.155
H -2.948 8.501 -1.131
H -5.551 8.079 -0.104
H -4.757 5.466 -2.869
C -7.191 0.786 4.122
C -5.869 1.579 3.666
O -5.196 0.877 2.671
O -8.191 0.852 3.077
H -7.565 1.252 5.034
H -7.083 -0.278 4.337
H -5.131 1.757 4.448
H -6.015 2.630 3.413
H -4.413 1.341 2.366
H -7.826 0.325 2.362
C -0.354 3.494 5.894
C -0.365 4.760 5.102
O -1.464 5.707 5.326
O -0.678 3.758 7.274
H 0.638 3.041 5.892
H -1.065 2.749 5.536
H -0.437 4.422 4.069
H 0.522 5.386 5.193
H -1.571 5.742 6.279
H -1.492 3.307 7.507
C -6.059 -3.125 -2.841
C -6.719 -1.973 -2.079
O -6.094 -1.832 -0.733
O -4.760 -2.732 -3.327
H -6.617 -3.558 -3.671
H -6.010 -4.016 -2.215
H -7.768 -2.036 -1.791
H -6.535 -0.966 -2.452
H -5.891 -0.925 -0.491
H -4.321 -2.461 -2.518
C -0.506 -2.651 -6.746
C 0.124 -4.080 -6.817
O 0.287 -4.457 -8.277
O -1.950 -2.669 -7.094
H -0.018 -2.035 -7.502
H -0.428 -2.440 -5.680
H -0.405 -4.769 -6.158
H 1.151 -4.020 -6.457
H 0.505 -5.392 -8.283
H -2.361 -2.900 -6.258
C 6.324 4.981 -4.279
C 6.363 3.534 -3.822
O 7.429 3.065 -3.049
O 5.000 5.197 -4.912
H 7.147 5.057 -4.990
H 6.470 5.715 -3.486
H 6.385 2.914 -4.719
H 5.371 3.331 -3.419
H 7.350 2.129 -2.849
H 4.353 5.491 -4.267
*
```

Results of the Mulliken charge analysis, in e, for atoms 1 through 5: -0.6298 0.6238 -0.4400 0.8024 -0.4133



# C4H5ClOS

An isolated molecule of C4H5ClOS at a distorted geometry (the ωB97M-V functional and the def2-TZVPD basis, the Open Molecules 2025 dataset).

The value obtained for the energy above the lowest of the compared OMol25 structures with the same formula, charge and spin is 125.36 kJ/mol. The HOMO energy is -9.05 eV. The calculation puts the orbital gap at 0.3186 Ha. The SMILES is S=C1CO[C@@H]1CCl. As for the LUMO energy: -0.39 eV.

ORCA input file:
```
! RIJCOSX wB97M-V def2-TZVPD def2/J DEFGRID3
* xyz 0 1
S -2.047 -1.538 -0.245
C -1.088 -0.298 -0.167
C -0.836 0.899 -1.089
O 0.236 1.315 -0.226
C 0.025 0.199 0.681
C 1.268 -0.655 0.784
Cl 1.911 -1.216 -0.807
H -1.679 1.599 -1.121
H -0.550 0.671 -2.113
H -0.433 0.565 1.659
H 2.100 -0.055 1.174
H 1.093 -1.485 1.471
*
```

Results of the natural (NBO) charge analysis, in e, for atoms 1 through 5: 0.1359 -0.1213 -0.1377 -0.5203 -0.0196